Entry 1:
57
Properties=species:S:1:pos:R:3:forces:R:3 method="wB97M-V/def2-TZVPD" max_force_ev_per_a=2.1 homo_ev=-4.45 total_charge=-1 homo_lumo_gap_ev=6.44 relative_energy_ev=0.379 energy_ev=-327234.0535 lumo_ev=1.991
Ti -2.067 -0.970 -1.243 0.560 -0.582 -1.966
C 2.456 3.189 -1.822 0.029 -0.052 -0.054
Sb 1.214 1.480 -1.337 -0.045 0.091 0.098
C 1.326 0.620 -3.293 -0.026 0.040 -0.019
C 2.810 0.264 -0.532 0.044 0.012 -0.008
C 3.186 0.564 0.889 0.014 -0.031 -0.039
C 3.820 1.776 1.172 -0.011 0.010 0.011
C 4.190 2.130 2.458 -0.001 -0.002 -0.014
C 3.937 1.252 3.502 -0.006 -0.009 0.003
C 3.333 0.036 3.234 -0.017 0.019 0.019
C 2.950 -0.335 1.942 0.003 -0.049 -0.004
C 2.315 -1.674 1.747 -0.016 -0.033 0.028
Sb 0.151 -1.685 2.005 -0.007 0.101 0.052
C 0.293 -2.098 4.123 0.009 -0.075 -0.038
C -0.062 -3.706 1.356 -0.027 0.018 0.017
H 2.626 3.802 -0.937 0.001 0.002 -0.008
H 1.935 3.798 -2.563 -0.003 -0.002 0.005
H 3.415 2.878 -2.238 -0.001 0.000 0.010
H 2.344 0.274 -3.475 0.003 0.007 -0.007
H 1.071 1.369 -4.044 -0.012 -0.004 -0.005
H 0.640 -0.223 -3.356 0.018 -0.021 0.000
H 3.652 0.453 -1.201 0.009 0.001 0.009
H 2.481 -0.761 -0.685 -0.027 0.004 0.007
H 4.031 2.453 0.352 0.000 0.001 0.001
H 4.679 3.079 2.641 -0.001 0.001 -0.002
H 4.222 1.505 4.516 0.000 -0.001 0.000
H 3.156 -0.663 4.044 0.001 0.004 0.000
H 2.680 -2.371 2.503 0.006 -0.014 -0.018
H 2.520 -2.110 0.771 -0.028 0.040 -0.023
H 1.004 -2.903 4.313 -0.004 -0.001 0.004
H -0.685 -2.391 4.505 -0.001 0.009 0.006
H 0.617 -1.199 4.649 -0.001 -0.005 0.005
H 0.591 -4.363 1.930 0.014 -0.001 -0.010
H 0.194 -3.743 0.298 -0.008 -0.003 -0.005
H -1.100 -4.017 1.461 0.002 -0.012 0.010
N -2.450 0.874 -2.486 0.150 0.088 0.275
C -3.687 1.624 -2.189 -0.005 -0.019 -0.034
C -3.587 2.329 -0.847 0.037 0.005 0.003
C -3.436 1.398 0.343 0.004 -0.008 0.011
N -2.159 0.655 0.296 -0.028 -0.145 0.093
H -1.645 1.497 -2.495 -0.016 0.024 0.022
H -2.543 0.435 -3.399 0.024 0.076 -0.075
H -4.516 0.910 -2.204 0.020 -0.022 0.034
H -3.874 2.362 -2.974 -0.034 -0.006 -0.003
H -4.488 2.928 -0.698 -0.010 -0.006 -0.030
H -2.745 3.033 -0.873 -0.012 0.015 0.029
H -4.235 0.654 0.348 -0.034 0.027 0.012
H -3.507 1.979 1.267 0.013 -0.012 0.015
H -2.030 0.128 1.158 0.040 0.001 0.006
H -1.362 1.286 0.231 0.009 -0.003 -0.043
Se -4.445 -5.522 -2.185 -0.074 0.036 -0.154
Sb -4.768 -3.161 -2.241 -0.036 0.101 0.800
Se -3.532 -2.309 0.026 -0.129 -0.181 0.236
Se -3.145 -1.862 -3.556 -0.072 -0.057 -0.123
Se -6.862 -2.021 -2.026 -0.110 -0.007 -0.110
O -0.199 -1.146 -0.997 -0.236 0.385 0.452
O -0.709 -1.780 -2.183 0.025 0.245 0.521


Entry 2:
52
Properties=species:S:1:pos:R:3:forces:R:3 method="wB97M-V/def2-TZVPD" max_force_ev_per_a=5.1 homo_ev=-10.91 total_charge=+1 homo_lumo_gap_ev=8.02 smiles="C[n+]1ccn(C(C)(C)C)c1[C@H](/C=C/c1ccccc1)c1ccccc1" relative_energy_ev=2.242 energy_ev=-27260.7587 lumo_ev=-2.895
C -0.893 -1.399 -2.711 0.166 -0.997 -0.470
N -0.407 -0.088 -2.218 -2.075 1.739 -0.118
C -0.334 0.962 -3.107 0.566 0.701 -0.602
C -0.456 2.138 -2.441 -0.200 -0.041 -0.713
N -0.730 1.846 -1.123 -0.573 -1.078 -0.966
C -1.123 3.034 -0.225 0.325 -0.063 -0.125
C -2.046 2.561 0.878 -0.302 0.148 0.452
C -1.817 4.197 -0.994 -0.063 -0.337 -0.063
C 0.235 3.575 0.195 0.003 -0.089 0.389
C -0.742 0.450 -1.008 3.662 1.296 -3.278
C -0.375 -0.315 0.165 0.284 -1.023 2.175
C 0.895 -1.179 0.406 0.394 0.453 -0.162
C 2.146 -0.734 0.657 -1.756 0.674 -0.539
C 3.281 -1.501 1.113 1.892 -0.910 0.296
C 4.492 -0.772 1.311 -0.344 -0.854 0.451
C 5.648 -1.425 1.776 0.076 -0.381 0.063
C 5.672 -2.815 2.034 -0.661 0.455 -0.714
C 4.485 -3.542 1.768 -0.021 0.350 0.201
C 3.299 -2.918 1.330 0.396 0.841 0.087
C -1.620 -1.143 0.481 0.235 1.416 0.679
C -2.714 -0.598 -0.164 -1.380 0.239 -0.642
C -3.989 -1.146 -0.062 0.123 0.671 -0.531
C -4.130 -2.330 0.649 0.504 0.622 -0.019
C -3.029 -2.860 1.309 0.760 -0.510 0.367
C -1.752 -2.258 1.300 -0.969 0.086 -0.574
H -1.711 -1.873 -2.090 1.180 0.876 -0.423
H -1.348 -1.101 -3.682 0.405 -0.909 0.517
H -0.038 -2.127 -2.832 -1.000 0.872 0.050
H -0.201 0.829 -4.170 0.084 -0.177 0.113
H -0.407 3.179 -2.820 -0.124 -1.253 0.318
H -1.633 1.782 1.524 -0.080 0.020 -0.232
H -2.272 3.407 1.528 0.178 0.098 0.018
H -3.025 2.261 0.485 0.324 -0.206 -0.024
H -1.169 4.635 -1.764 -0.294 -0.191 0.124
H -2.807 3.954 -1.409 0.409 -0.101 0.050
H -1.965 5.006 -0.268 0.010 -0.303 -0.010
H 0.705 3.994 -0.704 0.192 -0.123 0.384
H 0.104 4.371 0.931 0.164 -0.074 -0.012
H 0.850 2.764 0.606 0.023 0.383 0.024
H -0.177 0.643 0.626 -0.104 -0.429 2.685
H 0.683 -2.225 0.642 -0.016 0.311 -0.499
H 2.352 0.342 0.544 -0.114 -0.396 -0.025
H 4.494 0.322 1.160 0.065 -0.746 0.015
H 6.562 -0.848 1.936 -0.335 -0.123 -0.043
H 6.606 -3.333 2.363 -1.050 0.589 -0.275
H 4.494 -4.618 1.942 -0.118 0.252 -0.102
H 2.375 -3.507 1.168 0.798 0.331 0.106
H -2.511 0.287 -0.851 -1.209 -1.253 1.118
H -4.824 -0.630 -0.572 0.434 -0.625 0.386
H -5.093 -2.788 0.683 -0.384 -0.456 0.174
H -3.122 -3.807 1.834 -0.155 0.219 0.066
H -0.918 -2.659 1.874 -0.322 0.004 -0.149


Entry 3:
56
Properties=species:S:1:pos:R:3:forces:R:3 method="wB97M-V/def2-TZVPD" max_force_ev_per_a=4.8 homo_ev=-10.62 total_charge=+1 homo_lumo_gap_ev=5.24 smiles="COc1ccc([C@@H](CN=[N+]2CCCC2)c2ccc(Oc3ccccc3)cc2)cc1" relative_energy_ev=5.179 energy_ev=-33426.8531 lumo_ev=-5.379
C 2.336 6.415 0.686 -0.141 -0.415 0.634
O 1.696 5.703 1.796 0.468 0.034 -0.289
C 1.443 4.357 1.697 -0.754 1.165 -1.413
C 0.467 3.850 2.573 0.961 0.096 0.027
C -0.004 2.557 2.383 -0.429 1.153 0.468
C 0.454 1.761 1.356 -0.954 -1.105 -0.528
C -0.270 0.339 1.233 2.203 -1.923 -1.580
C -1.737 0.278 0.793 -1.257 4.552 0.690
N -2.705 -0.646 1.374 -2.688 -2.349 -0.690
N -3.953 -0.562 1.656 3.389 1.006 -0.413
C -4.864 0.622 1.963 -0.367 1.113 -0.277
C -6.273 0.052 2.197 -0.304 0.511 -0.043
C -6.184 -1.466 2.063 -0.727 -0.039 -0.115
C -4.741 -1.827 1.717 -0.627 -1.161 0.401
C 0.377 -0.496 0.138 0.531 -0.712 -0.562
C 0.607 -1.842 0.336 0.377 -0.979 0.320
C 1.094 -2.698 -0.659 0.493 0.751 -0.031
C 1.392 -2.121 -1.900 -0.877 -1.505 -0.586
O 1.656 -3.000 -2.953 0.024 0.256 -0.045
C 2.981 -3.257 -3.282 0.253 0.192 0.958
C 3.438 -4.557 -3.064 0.132 0.698 -0.344
C 4.789 -4.805 -3.257 0.169 -0.230 -0.294
C 5.658 -3.811 -3.701 0.088 0.222 0.064
C 5.160 -2.527 -3.913 -0.119 0.163 -0.120
C 3.823 -2.216 -3.674 -0.209 -0.826 -0.120
C 1.041 -0.818 -2.216 0.137 0.431 0.434
C 0.505 -0.036 -1.189 -0.099 0.428 -0.175
C 1.447 2.287 0.493 -0.512 -0.294 -0.313
C 1.880 3.607 0.588 0.157 -0.168 1.036
H 2.326 7.487 0.974 -0.003 -0.831 -0.137
H 3.377 6.067 0.549 -0.465 0.218 0.096
H 1.771 6.271 -0.252 0.148 0.028 0.430
H 0.154 4.498 3.394 -0.135 -0.285 -0.333
H -0.856 2.260 3.001 0.369 -0.233 0.044
H -0.324 -0.181 2.192 0.945 0.040 0.111
H -1.739 0.337 -0.379 -1.022 -0.291 2.305
H -1.829 1.216 1.344 -2.075 1.201 -1.122
H -4.864 1.355 1.140 0.323 -0.533 0.098
H -4.574 1.198 2.861 0.701 -0.687 -0.404
H -6.990 0.480 1.482 0.383 -0.171 0.109
H -6.672 0.314 3.186 0.424 0.074 -0.264
H -6.540 -1.920 2.999 0.422 -0.080 -0.403
H -6.873 -1.784 1.274 0.289 -0.140 0.177
H -4.386 -2.518 2.491 0.611 0.401 -0.324
H -4.694 -2.345 0.742 0.413 0.510 0.440
H 0.342 -2.269 1.299 0.241 -0.009 0.070
H 1.298 -3.767 -0.467 -0.263 0.776 -0.232
H 2.731 -5.326 -2.769 0.164 0.099 0.054
H 5.167 -5.803 -3.092 0.059 -0.106 0.037
H 6.726 -4.015 -3.874 -0.686 0.032 0.108
H 5.801 -1.747 -4.297 0.187 0.027 0.078
H 3.401 -1.223 -3.824 0.300 -0.217 0.026
H 1.206 -0.437 -3.246 -0.394 -0.312 0.897
H 0.099 0.942 -1.461 0.395 -0.048 0.133
H 1.842 1.732 -0.354 -0.183 -0.122 0.389
H 2.583 4.032 -0.148 -0.468 -0.406 0.521


Entry 4:
13
Properties=species:S:1:pos:R:3:forces:R:3 method="wB97M-V/def2-TZVPD" max_force_ev_per_a=1.5 homo_ev=-2.08 total_charge=-1 homo_lumo_gap_ev=6.27 relative_energy_ev=0.636 energy_ev=-14092.5206 lumo_ev=4.187
C 1.128 -1.105 1.766 0.004 0.721 0.233
C 2.211 -1.840 0.970 -0.377 0.382 0.695
H 0.243 -1.701 1.979 0.141 -0.285 0.097
H 1.538 -0.721 2.706 -0.018 -0.227 0.148
H 0.736 -0.214 1.267 0.153 -0.219 -0.372
H 2.805 -2.454 1.651 -0.081 -0.341 -0.145
H 2.909 -1.119 0.549 -0.083 -0.027 -0.352
H 1.735 -2.447 0.205 0.301 -0.037 -0.241
C -1.468 1.654 -1.948 -0.849 0.069 1.290
S -1.032 0.707 -0.407 0.206 0.170 -0.584
H -0.743 1.649 -2.757 0.089 -0.235 -0.068
H -1.668 2.688 -1.651 0.282 0.162 -0.166
H -2.454 1.294 -2.254 0.234 -0.133 -0.536


Entry 5:
48
Properties=species:S:1:pos:R:3:forces:R:3 method="wB97M-V/def2-TZVPD" max_force_ev_per_a=2.2 homo_ev=-13.88 total_charge=+2 homo_lumo_gap_ev=6.66 relative_energy_ev=0.152 energy_ev=-170816.8123 lumo_ev=-7.224
Pb 1.351 -1.220 -1.683 0.800 0.559 0.035
O 2.727 1.194 -1.832 -0.003 -0.049 -0.182
C 2.715 2.381 -1.115 0.147 0.663 0.258
C 3.370 3.505 -1.601 -0.141 -0.291 0.024
C 3.290 4.704 -0.915 -0.024 0.020 0.176
C 2.593 4.789 0.278 0.006 0.134 0.006
C 1.984 3.660 0.792 0.088 -0.177 -0.223
C 2.030 2.457 0.098 0.028 -0.414 0.126
C 1.171 1.309 0.577 -0.427 1.236 0.393
O 1.899 0.137 0.543 0.419 -2.074 -0.391
N 0.008 1.306 -0.335 0.001 0.474 -0.261
N -0.434 0.139 -0.838 -0.895 -0.723 -0.020
C -1.700 -0.054 -1.033 0.880 0.744 0.270
C -2.289 -1.265 -1.452 -0.324 -1.297 -0.429
Br -1.044 -2.575 -2.253 -1.146 0.099 0.212
C -3.585 -1.645 -1.325 0.962 -0.088 -0.315
C -4.690 -0.855 -0.866 -0.824 0.349 0.316
C -5.949 -1.178 -1.409 0.412 0.138 0.013
C -7.030 -0.348 -1.206 -0.151 0.129 0.077
C -6.906 0.788 -0.418 0.096 -0.198 -0.025
C -5.704 1.050 0.229 -0.095 0.082 -0.035
C -4.612 0.235 0.021 0.063 -0.189 -0.121
H 3.281 1.340 -2.612 -0.074 -0.069 0.034
H 3.934 3.461 -2.523 0.019 -0.081 -0.131
H 3.776 5.580 -1.312 0.078 0.069 -0.087
H 2.510 5.731 0.797 0.070 0.060 0.071
H 1.445 3.707 1.725 -0.077 0.029 0.153
H 0.805 1.517 1.597 0.133 -0.119 -0.153
H -0.702 1.982 -0.062 0.004 -0.181 -0.097
H -2.399 0.748 -0.814 0.037 0.040 0.054
H -3.845 -2.634 -1.681 0.019 -0.070 -0.121
H -6.060 -2.054 -2.030 0.046 -0.089 -0.100
H -7.976 -0.585 -1.663 -0.130 -0.037 -0.058
H -7.753 1.440 -0.279 -0.084 0.076 0.048
H -5.631 1.899 0.892 0.029 0.001 0.103
H -3.717 0.402 0.602 0.055 0.043 0.029
Se 1.122 -1.526 1.112 0.184 0.547 0.534
C 2.658 -2.596 1.558 -0.083 0.341 -0.071
C 3.625 -2.151 2.445 0.018 0.193 0.058
C 4.645 -3.016 2.804 -0.002 0.077 0.006
C 4.675 -4.312 2.308 -0.046 0.059 -0.039
C 3.682 -4.754 1.447 0.014 -0.057 0.062
C 2.671 -3.895 1.059 -0.252 0.264 -0.222
H 3.597 -1.145 2.834 0.004 0.064 0.071
H 5.409 -2.671 3.483 0.081 -0.008 0.038
H 5.475 -4.978 2.588 0.077 -0.077 0.067
H 3.690 -5.765 1.074 0.027 -0.107 -0.040
H 1.887 -4.234 0.396 -0.022 -0.095 -0.113


Entry 6:
103
Properties=species:S:1:pos:R:3:forces:R:3 method="wB97M-V/def2-TZVPD" max_force_ev_per_a=2.7 homo_ev="-7.02 / -7.47" homo_lumo_gap_ev="6.48 / 6.78" relative_energy_ev=2.781 energy_ev=-108141.9966 spin_multiplicity=2 lumo_ev="-0.545 / -0.689"
Ru -0.710 -0.883 0.460 0.873 -0.483 0.524
C 6.379 4.213 -0.229 -0.512 0.238 0.136
S 5.099 5.336 0.402 0.061 -0.061 0.153
C 3.996 4.142 1.219 0.287 0.277 -0.479
C 3.156 3.338 0.242 -0.045 -0.081 0.343
C 2.218 2.426 1.029 0.471 0.332 -0.261
N 1.384 1.604 0.157 -0.663 -0.708 0.272
P 1.690 -0.101 0.000 -0.303 0.357 -0.844
C 3.531 -0.060 -0.005 -0.182 -0.243 0.337
C 4.238 -0.453 1.124 -0.120 -0.067 -0.021
C 5.620 -0.367 1.145 0.169 -0.007 0.092
C 6.305 0.112 0.040 -0.017 0.010 0.058
C 5.603 0.500 -1.091 0.046 0.021 -0.089
C 4.223 0.419 -1.115 -0.027 -0.139 -0.027
C 1.465 -0.382 -1.797 0.045 -0.109 0.071
C 1.002 0.562 -2.700 0.070 -0.033 0.170
C 0.838 0.225 -4.034 0.015 0.010 -0.117
C 1.150 -1.051 -4.471 -0.008 0.049 -0.060
C 1.632 -1.995 -3.575 0.065 -0.094 -0.018
C 1.784 -1.666 -2.243 -0.091 0.215 0.022
P -0.319 1.844 0.043 0.496 0.589 0.200
C -0.220 3.653 -0.327 -0.575 -0.086 -0.077
C -0.205 4.631 0.665 0.051 -0.171 -0.031
C -0.020 5.960 0.331 0.073 0.164 0.035
C 0.125 6.336 -0.994 -0.026 0.002 -0.039
C 0.055 5.377 -1.992 0.060 0.118 -0.088
C -0.128 4.048 -1.659 0.030 -0.162 0.081
C -1.027 1.936 1.730 0.060 0.067 0.077
C -2.359 2.363 1.787 0.236 -0.156 -0.106
C -3.008 2.485 2.996 -0.111 0.097 0.137
C -2.342 2.188 4.178 0.090 0.061 -0.117
C -1.014 1.793 4.133 -0.070 0.001 0.200
C -0.352 1.677 2.922 -0.025 0.011 -0.385
H 7.204 4.841 -0.547 0.127 -0.017 -0.058
H 5.999 3.642 -1.072 0.085 -0.121 -0.072
H 6.699 3.550 0.569 0.125 -0.095 0.017
H 3.354 4.741 1.864 0.003 0.020 0.114
H 4.614 3.490 1.841 -0.059 -0.008 0.106
H 3.800 2.736 -0.398 -0.035 0.054 -0.043
H 2.577 4.013 -0.391 -0.028 -0.003 -0.038
H 1.590 3.054 1.666 0.044 -0.177 0.037
H 2.820 1.778 1.676 -0.125 0.125 0.100
H 3.699 -0.832 1.981 -0.007 -0.054 0.082
H 6.165 -0.682 2.022 0.041 -0.015 0.088
H 7.382 0.185 0.058 0.083 -0.034 0.003
H 6.136 0.859 -1.961 0.006 0.044 -0.037
H 3.680 0.720 -1.998 -0.008 0.031 -0.076
H 0.784 1.561 -2.349 0.043 -0.056 -0.115
H 0.474 0.963 -4.733 -0.043 0.049 -0.066
H 1.025 -1.310 -5.512 -0.027 -0.031 -0.069
H 1.888 -2.986 -3.920 -0.004 -0.086 -0.014
H 2.167 -2.392 -1.533 0.008 -0.102 -0.028
H -0.328 4.357 1.703 -0.015 -0.025 0.065
H 0.019 6.706 1.110 -0.025 0.066 0.066
H 0.274 7.374 -1.250 0.021 0.096 -0.021
H 0.148 5.663 -3.029 -0.020 0.027 -0.067
H -0.200 3.306 -2.441 -0.015 -0.008 -0.090
H -2.868 2.606 0.865 -0.142 0.014 -0.047
H -4.035 2.822 3.024 -0.065 -0.009 -0.002
H -2.853 2.287 5.125 -0.012 -0.038 0.063
H -0.486 1.573 5.049 0.062 -0.032 0.082
H 0.681 1.362 2.906 -0.032 -0.007 0.009
C -5.330 -2.509 -3.918 -0.007 0.021 -0.004
C -5.597 -1.196 -3.564 -0.172 -0.015 -0.181
C -4.873 -0.588 -2.556 0.106 0.111 0.171
C -3.875 -1.277 -1.872 0.556 0.259 0.265
C -3.627 -2.595 -2.234 0.122 -0.050 0.092
C -4.342 -3.208 -3.245 -0.037 -0.125 -0.081
Si -2.949 -0.435 -0.436 -0.617 -1.193 0.792
C -3.618 -1.247 1.181 0.006 0.153 -0.623
C -3.332 -2.579 1.485 -0.036 -0.011 -0.171
C -3.914 -3.205 2.572 0.022 -0.130 0.107
C -4.797 -2.510 3.383 0.023 0.014 0.015
C -5.093 -1.186 3.094 -0.092 -0.004 0.232
C -4.504 -0.563 2.010 0.083 0.013 -0.073
H -5.884 -2.983 -4.714 -0.078 -0.040 -0.076
H -6.372 -0.646 -4.078 -0.059 0.046 -0.050
H -5.093 0.435 -2.287 -0.035 0.155 0.000
H -2.854 -3.147 -1.725 0.068 -0.081 0.008
H -4.124 -4.232 -3.511 0.003 -0.100 -0.030
H -3.661 0.888 -0.424 0.530 0.059 -0.033
H -2.664 -3.142 0.840 -0.020 -0.022 0.059
H -3.683 -4.239 2.785 0.016 -0.075 0.011
H -5.256 -2.999 4.231 -0.030 -0.020 0.041
H -5.793 -0.643 3.714 -0.047 0.039 0.053
H -4.754 0.463 1.783 -0.054 0.131 0.002
O -0.759 -3.793 -1.408 0.069 0.791 -0.560
B -0.324 -2.924 -0.396 -1.310 1.558 1.732
O 0.112 -3.705 0.684 0.519 -0.110 0.255
C -0.078 -5.005 0.351 -0.216 -0.568 -0.720
C 0.170 -6.146 1.085 0.040 0.439 -0.056
C -0.122 -7.355 0.470 -0.060 -0.210 -0.072
C -0.677 -7.409 -0.802 0.023 -0.219 0.075
C -0.950 -6.261 -1.532 0.050 0.437 -0.094
C -0.618 -5.060 -0.942 0.348 -0.581 0.870
H 0.565 -6.087 2.086 0.099 -0.021 0.081
H 0.086 -8.277 0.992 -0.041 -0.077 0.072
H -0.905 -8.371 -1.235 -0.023 -0.088 -0.032
H -1.400 -6.301 -2.512 0.000 -0.003 -0.107
Cl 1.130 -1.200 3.129 0.694 -0.016 0.460
C -0.552 -1.470 2.671 -0.817 -0.595 -1.925
H -1.184 -0.942 3.395 0.036 0.088 -0.513
H -0.706 -2.552 2.759 -0.075 0.409 -0.129